Arrangement 1

The following is a quantum chemistry calculation of the molecule C4H9N, from OMol25.

## Properties
E_LUMO ... 0.86 eV
HOMO ... -0.26313 Ha
Frontier orbital gap ... 8.02 eV
Multiplicity ... 1

Structure (XYZ):
```
14
Properties=species:S:1:pos:R:3:lowdin_charge:R:1
C 0.3958 -1.2616 -0.7646 -0.048
C 1.1653 1.0488 -0.3598 -0.102
C -0.2594 1.2441 -0.7414 -0.190
N 0.0909 -0.0154 -0.0442 -0.385
C -0.5532 -0.1838 1.2672 -0.036
H 1.4369 -1.5021 -0.5397 0.090
H -0.2613 -2.0818 -0.4566 0.085
H 0.3137 -1.1004 -1.8402 0.091
H 1.3531 1.5450 0.6015 0.021
H -0.5906 1.1283 -1.7773 0.094
H -0.9647 1.8430 -0.1507 0.100
H -0.2721 0.6619 1.8985 0.093
H -1.6468 -0.2166 1.1729 0.096
H -0.2077 -1.1095 1.7344 0.091
```


Arrangement 2

The following is a quantum chemistry calculation of the molecule C4H9N, from OMol25.

## Properties
Structure (SMILES) ... C[C@H]1CN1C
E_LUMO ... 1.15 eV
HOMO ... -0.31543 Ha
Frontier orbital gap ... 9.74 eV
Multiplicity ... 1

Structure (XYZ):
```
14
Properties=species:S:1:pos:R:3:lowdin_charge:R:1
C -1.3282 -0.9733 0.2032 -0.077
C -0.7691 0.2713 -0.5364 -0.339
C -0.1786 1.2756 0.3885 -0.173
C 1.6394 -0.6327 0.0835 -0.059
H -2.4391 -0.8238 0.2912 0.076
H -0.8793 -0.8407 1.2284 0.074
H -1.2280 -1.9600 -0.3457 0.089
H -1.1466 0.4556 -1.5458 0.126
H -0.0129 2.3800 0.1421 0.118
H -0.5675 1.1580 1.4452 0.116
H 2.7825 -0.3831 0.1838 0.113
H 1.2821 -1.0803 0.9564 0.028
H 1.5523 -1.4623 -0.5966 0.062
N 0.6393 0.4159 -0.3703 -0.152
```


Stability, highest: arrangement 2


Arrangement 1

The following is a quantum chemistry calculation of the molecule C4H9N, from OMol25.

## Properties
Structure (SMILES) ... CNC1CC1
E_LUMO ... 1.23 eV
HOMO ... -0.33081 Ha
Frontier orbital gap ... 10.24 eV
Multiplicity ... 1

Structure (XYZ):
```
14
Properties=species:S:1:pos:R:3:lowdin_charge:R:1
C 1.8645 0.2172 -0.0583 -0.120
C -0.4196 -0.4377 0.6110 -0.367
C -1.6825 -0.4830 -0.2610 -0.118
C -0.9696 0.8971 -0.0152 -0.092
H 1.9801 0.5049 1.0479 0.091
H 2.7520 -0.3897 -0.3654 0.073
H 1.6820 1.1799 -0.6024 0.061
H 0.6873 -1.1540 -0.9815 0.102
H -0.5268 -0.5991 1.7329 0.147
H -2.5782 -0.6810 0.2981 0.072
H -1.7607 -1.0085 -1.2676 0.111
H -0.2917 1.3397 -0.7573 0.076
H -1.5403 1.5462 0.5881 0.065
N 0.8035 -0.9319 0.0307 -0.101
```


Arrangement 2

The following is a quantum chemistry calculation of a structure of composition C4H9N, from OMol25.

## Properties
E_LUMO ... -0.11 eV
HOMO ... -0.23580 Ha
Frontier orbital gap ... 6.30 eV
Multiplicity ... 1

Structure (XYZ):
```
14
Properties=species:S:1:pos:R:3:lowdin_charge:R:1
N -0.2194 -0.1944 -0.4517 -0.141
C 0.9270 0.6207 -0.2506 -0.350
C 0.3849 2.0325 -0.0926 -0.052
C -0.9446 1.8864 0.3200 -0.045
C -1.2009 0.4019 0.4134 -0.332
H 1.1572 -6.7445 -0.1074 0.000
H 1.6630 0.5544 -1.0551 0.103
H 1.5109 0.4096 0.6871 0.118
H 1.1817 -6.7974 -0.8326 0.000
H 1.0053 2.9172 -0.0675 0.130
H -0.5789 1.9837 -0.9181 0.217
H -1.5945 2.6650 0.7027 0.132
H -2.2220 0.1131 0.1602 0.104
H -1.0696 0.1519 1.4921 0.117
```


Stability, highest: arrangement 1


Arrangement 1

The following is a quantum chemistry calculation of the molecule C4H9N, from OMol25.

## Properties
Structure (SMILES) ... C=C(N)CC
E_LUMO ... 1.10 eV
HOMO ... -0.30340 Ha
Frontier orbital gap ... 9.35 eV
Multiplicity ... 1

Structure (XYZ):
```
14
Properties=species:S:1:pos:R:3:lowdin_charge:R:1
C 1.7308 0.1004 -0.4892 -0.121
C 0.2660 0.4095 -0.6959 -0.236
C -0.7150 -0.1743 0.2727 -0.437
C -0.3977 -0.6880 1.4638 0.026
N -2.0544 -0.1168 -0.1877 0.069
H 2.2125 0.5852 0.3568 0.073
H 1.8856 -0.9669 -0.3032 0.077
H 2.3032 0.2901 -1.3941 0.069
H 0.0929 1.4813 -0.8175 0.118
H -0.0007 0.0276 -1.6913 0.112
H 0.6284 -0.8812 1.7393 0.043
H -1.1242 -0.7257 2.2664 0.052
H -2.7042 0.2212 0.5096 0.085
H -2.1232 0.4376 -1.0297 0.071
```


Arrangement 2

The following is a quantum chemistry calculation of a cluster of 2 separate species, C4H9N in total, from OMol25.

## Properties
Structure (SMILES) ... C=CN.C=C
E_LUMO ... 1.10 eV
HOMO ... -0.32624 Ha
Frontier orbital gap ... 9.98 eV
Multiplicity ... 1

Structure (XYZ):
```
14
Properties=species:S:1:pos:R:3:lowdin_charge:R:1
C -0.4922 0.9310 3.1726 -0.076
C -0.3144 0.4818 1.9324 -0.095
H -0.1925 0.3115 4.0032 0.042
H -0.9857 1.8907 3.2454 0.043
H 0.1603 -0.4655 1.7096 0.041
H -0.5715 1.1017 1.0837 0.042
C -0.8882 -0.6496 -1.5933 -0.015
C 0.2404 -0.4735 -2.2767 -0.292
N 1.5274 -0.5015 -1.6645 0.006
H -0.8338 -0.8446 -0.5299 0.028
H -1.8676 -0.4285 -1.9897 0.046
H 0.2001 0.0202 -3.2492 0.092
H 1.8576 -1.4608 -1.6628 0.075
H 2.1601 0.0872 -2.1808 0.062
```


Arrangement 3

The following is a quantum chemistry calculation of a cluster of 2 separate species, C4H9N in total, from OMol25.

## Properties
Structure (SMILES) ... C=CN.C=C
E_LUMO ... 1.12 eV
HOMO ... -0.29962 Ha
Frontier orbital gap ... 9.28 eV
Multiplicity ... 1

Structure (XYZ):
```
14
Properties=species:S:1:pos:R:3:lowdin_charge:R:1
C -2.6489 2.7260 0.6965 -0.090
C -2.0182 3.8718 0.4454 -0.093
H -3.6490 2.6709 0.4090 0.018
H -2.0724 2.0028 1.3729 0.077
H -2.5892 4.6290 -0.0250 0.030
H -1.0794 3.9918 1.0261 0.058
C 0.5431 -2.5971 -0.8162 -0.045
C 1.6487 -2.2550 -0.0860 -0.299
N 2.9973 -2.2444 -0.4628 0.025
H 0.7568 -2.8469 -1.8783 0.045
H -0.4031 -2.8875 -0.3726 0.033
H 1.4635 -2.0531 0.9514 0.083
H 3.8235 -2.2191 0.0619 0.054
H 3.2272 -2.7892 -1.3222 0.102
```


Arrangement 4

The following is a quantum chemistry calculation of a cluster of 2 separate species, C4H9N in total, from OMol25.

## Properties
Structure (SMILES) ... C=CN.C=C
E_LUMO ... 1.19 eV
HOMO ... -0.29187 Ha
Frontier orbital gap ... 9.13 eV
Multiplicity ... 1

Structure (XYZ):
```
14
Properties=species:S:1:pos:R:3:lowdin_charge:R:1
C 1.4514 4.0569 -2.4779 -0.079
C 0.9058 4.4995 -3.6098 -0.090
H 2.4744 3.7126 -2.4532 0.039
H 0.9118 4.2073 -1.5534 0.046
H 1.3110 4.9510 -4.5095 0.045
H -0.1291 4.8451 -3.5636 0.038
C -1.2191 -3.4823 1.1940 -0.051
C -1.2106 -2.8993 2.4255 -0.289
N -0.0889 -3.0314 3.2201 0.016
H -0.3320 -3.6250 0.5856 0.036
H -2.0973 -3.9135 0.7284 0.030
H -2.1775 -2.5696 2.7802 0.093
H 0.4917 -3.8333 3.0315 0.086
H -0.2914 -2.9180 4.2022 0.078
```


Stability, highest: arrangement 1


Arrangement 1

The following is a quantum chemistry calculation of a cluster of 2 separate species, CHF2O3P in total, from OMol25.

## Properties
E_LUMO (spin up / spin down) ... 7.41 / 7.41 eV
HOMO (spin up / spin down) ... 0.01649 / 0.01671 Ha
Charge ... -2
Frontier orbital gap (spin up / spin down) ... 6.96 / 6.95 eV
Multiplicity ... 1

Structure (XYZ):
```
8
Properties=species:S:1:pos:R:3:lowdin_charge:R:1
C 0.5857 0.4025 0.0265 -0.454
O -1.7105 0.8125 -0.0144 -0.422
O -1.1511 -1.3723 1.2216 -0.444
O -1.1085 -1.3023 -1.3450 -0.444
F 0.7770 1.2320 -0.9745 -0.015
F 0.7499 1.0945 1.1334 -0.015
P -1.0545 -0.5764 -0.0402 0.013
H 2.9119 -0.2903 -0.0075 -0.219
```


Arrangement 2

The following is a quantum chemistry calculation of a cluster of 2 separate species, CHF2O3P in total, from OMol25.

## Properties
E_LUMO ... 7.43 eV
HOMO ... 0.02775 Ha
Charge ... -2
Frontier orbital gap ... 6.68 eV
Multiplicity ... 1

Structure (XYZ):
```
8
Properties=species:S:1:pos:R:3:lowdin_charge:R:1
C -0.3846 -0.4710 -0.6468 -0.462
O 0.6625 -0.3169 1.8587 -0.501
O -0.7513 1.6550 1.0527 -0.497
O 1.5776 1.2502 0.0534 -0.491
F -1.6434 -0.9667 -0.5329 -0.071
F -0.3111 -0.0788 -1.9407 -0.067
P 0.3728 0.6805 0.7655 -0.023
H 0.4775 -1.7523 -0.6101 0.113
```


Stability, highest: arrangement 2


Arrangement 1

The following is a quantum chemistry calculation of a cluster of 2 separate species, CH5OPS in total, from OMol25.

## Properties
E_LUMO (spin up / spin down) ... -1.08 / -1.68 eV
HOMO (spin up / spin down) ... -0.31246 / -0.32387 Ha
Frontier orbital gap (spin up / spin down) ... 7.42 / 7.13 eV
Multiplicity ... 1

Structure (XYZ):
```
9
Properties=species:S:1:pos:R:3:lowdin_charge:R:1
C 1.3977 -0.0562 -0.3851 -0.553
O -1.9743 -1.0743 -0.3002 -0.682
P -2.4724 0.1136 0.3844 0.699
S 0.3832 -1.5054 -0.0921 0.624
H 0.7827 0.8682 -0.2738 0.016
H 1.7325 -0.0965 -1.3633 -0.035
H 2.3393 0.0645 0.3574 0.089
H -2.4155 -0.1586 1.7813 -0.050
H -1.6376 1.1071 0.0686 -0.108
```


Arrangement 2

The following is a quantum chemistry calculation of a cluster of 2 separate species, CH5OPS in total, from OMol25.

## Properties
Structure (SMILES) ... O=P.CS
E_LUMO ... -1.26 eV
HOMO ... -0.32710 Ha
Frontier orbital gap ... 7.64 eV
Multiplicity ... 1

Structure (XYZ):
```
9
Properties=species:S:1:pos:R:3:lowdin_charge:R:1
C 0.0694 -0.0830 1.1174 -0.543
O -0.0762 -0.2728 -2.6953 -0.575
P -0.1403 1.2056 -2.7381 0.763
S 0.5781 -1.7301 1.3474 0.663
H 0.0422 0.1616 0.0860 -0.036
H 0.8852 0.5624 1.4818 0.042
H -0.8530 0.0439 1.6433 0.021
H 1.0046 -1.4408 2.5334 -0.176
H -1.5100 1.5533 -2.7758 -0.158
```


Arrangement 3

The following is a quantum chemistry calculation of the molecule CH5OPS, from OMol25.

## Properties
Structure (SMILES) ... CP(O)S
E_LUMO ... 0.79 eV
HOMO ... -0.31931 Ha
Frontier orbital gap ... 9.48 eV
Multiplicity ... 1

Structure (XYZ):
```
9
Properties=species:S:1:pos:R:3:lowdin_charge:R:1
C -0.9891 0.4704 -0.0676 -0.255
O 0.9307 -1.9022 -0.3960 -0.436
P 0.6471 -0.6529 0.6308 0.546
S 2.1904 0.6035 -0.1622 0.374
H -0.9301 0.4932 -1.2036 0.041
H -0.5131 1.2592 0.4551 -0.057
H -1.9721 0.0763 0.2338 0.018
H 0.4241 -1.7827 -1.1889 0.022
H 1.5304 1.7150 -0.1665 -0.255
```


Arrangement 4

The following is a quantum chemistry calculation of the molecule CH5OPS, from OMol25.

## Properties
Structure (SMILES) ... CSOP
E_LUMO ... -1.57 eV
HOMO ... -0.32663 Ha
Frontier orbital gap ... 7.32 eV
Multiplicity ... 1

Structure (XYZ):
```
9
Properties=species:S:1:pos:R:3:lowdin_charge:R:1
C 1.2624 -0.0549 0.1376 -0.502
O -1.3026 0.9766 0.0127 -0.843
P -2.3492 -0.0262 0.6028 0.660
S 0.2271 0.2437 -1.2858 0.763
H 2.3728 0.2934 -0.1068 0.085
H 1.2190 -0.9916 0.5674 -0.021
H 0.8263 0.5467 0.9897 0.052
H -3.0424 -0.3069 -0.6678 -0.082
H -1.4773 -1.1353 0.7728 -0.111
```


Stability, highest: arrangement 3


Arrangement 1

The following is a quantum chemistry calculation of a cluster of 2 separate species, CH5OPS in total, from OMol25.

## Properties
E_LUMO (spin up / spin down) ... -1.00 / -1.85 eV
HOMO (spin up / spin down) ... -0.31212 / -0.32440 Ha
Frontier orbital gap (spin up / spin down) ... 7.49 / 6.98 eV
Multiplicity ... 1

Structure (XYZ):
```
9
Properties=species:S:1:pos:R:3:lowdin_charge:R:1
C 1.8758 -0.0426 0.3840 -0.540
O -1.5521 -0.6033 0.5450 -0.684
P -2.5763 0.2140 -0.1545 0.695
S 0.6956 -1.1673 -0.3529 0.619
H 2.8531 -0.4581 0.1426 0.021
H 1.7451 -0.0161 1.4628 0.024
H 1.7763 0.9513 -0.0469 0.015
H -2.0079 1.4488 -0.5462 -0.075
H -2.8096 -0.3267 -1.4339 -0.075
```


Arrangement 2

The following is a quantum chemistry calculation of a cluster of 2 separate species, CH5OPS in total, from OMol25.

## Properties
E_LUMO (spin up / spin down) ... -0.46 / -2.64 eV
HOMO (spin up / spin down) ... -0.36196 / -0.28512 Ha
Frontier orbital gap (spin up / spin down) ... 9.39 / 5.11 eV
Multiplicity ... 1

Structure (XYZ):
```
9
Properties=species:S:1:pos:R:3:lowdin_charge:R:1
C -0.1976 -0.0533 0.1056 -0.219
O 0.4616 -1.3131 -0.1093 -0.665
P -0.0953 -2.7518 0.3219 0.761
S 1.9738 2.1772 -0.8603 0.405
H -1.1681 -0.3895 0.5913 0.073
H -0.3711 0.6906 -0.7440 0.065
H 0.5207 0.5120 0.7080 0.041
H 1.1639 -3.4421 0.4871 -0.152
H 1.6040 0.9804 -1.2844 -0.310
```


Stability, highest: arrangement 1


Arrangement 1

The following is a quantum chemistry calculation of a structure of composition C10H13NO, from OMol25.

## Properties
E_LUMO ... 0.26 eV
HOMO ... -0.31352 Ha
Frontier orbital gap ... 8.79 eV
Multiplicity ... 1

Structure (XYZ):
```
25
Properties=species:S:1:pos:R:3:lowdin_charge:R:1
C 1.8483 -2.0259 0.4936 -0.104
C 1.4866 -0.8222 -0.2219 -0.427
C 1.8876 1.5379 -0.2289 -0.376
C 0.4658 2.0779 -0.1291 -0.189
C -0.3070 0.8069 0.1023 -0.169
C -1.8267 1.1494 0.2875 0.088
C -2.7926 0.1345 0.2091 -0.402
C -2.2498 -1.1095 -0.1397 -0.052
C -0.9352 -1.4203 -0.3099 -0.111
C 0.0004 -0.4551 -0.3386 -0.207
H 2.8330 -2.4952 -0.3393 0.166
H 0.7735 -2.7653 0.1792 0.131
H 2.0972 -1.6214 1.6722 0.137
H 1.9332 -0.8112 -1.3377 0.164
H 1.7933 0.3919 1.6809 0.191
H 2.1092 1.3086 -1.2893 0.110
H 2.4229 2.5111 0.1330 0.121
H 0.3315 3.3840 0.5892 0.211
H 0.1461 2.5362 -1.4472 0.196
H -2.1878 2.0713 0.3020 0.055
H -4.4194 -0.6882 0.7739 0.266
H -2.8109 -1.9859 -0.6115 0.139
H -0.6759 -2.4219 -0.7846 0.131
N 2.1916 0.4057 0.5720 -0.063
O -4.1150 0.3066 0.1828 -0.006
```


Arrangement 2

The following is a quantum chemistry calculation of a cluster of 2 separate species, C10H13NO in total, from OMol25.

## Properties
Structure (SMILES) ... C=C[C@@H]1C[C@H]1N.C#C/C=C/C=O
E_LUMO ... -0.75 eV
HOMO ... -0.31898 Ha
Frontier orbital gap ... 7.93 eV
Multiplicity ... 1

Structure (XYZ):
```
25
Properties=species:S:1:pos:R:3:lowdin_charge:R:1
C -1.9586 0.1366 0.9613 -0.347
C -2.4609 -1.2496 1.2370 -0.074
C -1.6691 -1.0045 -0.0234 -0.262
C -2.4280 -1.0612 -1.2911 -0.159
C -3.1487 -0.0814 -1.8222 0.007
C 3.3988 -0.9783 -0.0765 -0.292
C 2.9321 0.3931 -0.0964 -0.034
C 1.5914 0.5803 0.0574 -0.103
C 0.8421 1.7326 -0.2989 -0.130
C 0.1500 2.6854 -0.5764 0.145
H -0.2666 0.0659 2.1819 0.080
H -0.6540 1.6018 1.6429 0.049
H -2.6571 0.9075 0.5892 0.131
H -1.9476 -1.7085 2.0855 0.106
H -3.5126 -1.5085 1.1306 0.108
H -0.6682 -1.4238 -0.0218 0.113
H -2.4141 -2.0246 -1.8011 0.103
H -3.6894 -0.2794 -2.7479 0.055
H -3.2713 0.9016 -1.3544 0.054
H 2.5995 -1.7092 0.1806 0.121
H 3.6574 1.2017 -0.1412 0.126
H 0.9814 -0.2888 0.3539 0.080
H -0.4735 3.5169 -0.8277 0.043
N -1.0338 0.6919 1.9076 0.034
O 4.5073 -1.3768 -0.3809 0.046
```


Stability, highest: arrangement 2